Record 1
Entry from OMol25: 5 unconnected molecules or ions with the total composition C21H38BCl8F8NO8P3S (ωB97M-V with the def2-TZVPD basis set).

As for the total charge: -1.

Last column: Löwdin charge in e.
Geometry (Å):
C: 7.307 -2.194 0.441  -0.027
C: 6.304 -0.907 0.609  -0.294
O: 6.032 -0.460 1.838  -0.006
O: 5.669 -0.178 -0.527  -0.124
C: 4.510 -1.015 -0.882  -0.291
C: 3.045 -0.309 -0.513  -0.149
C: 2.787 1.111 -1.290  -0.477
P: 3.784 1.267 -2.911  0.434
S: 3.436 2.904 -3.927  0.111
O: 3.162 2.265 -0.415  -0.112
B: 2.110 3.340 -0.480  -0.837
P: 1.622 4.193 1.162  0.788
O: 0.106 3.989 1.594  -0.434
O: 1.989 5.925 1.013  -0.261
O: 2.739 3.617 2.418  -0.256
O: 1.071 2.730 -1.342  -0.152
C: 1.122 1.229 -1.371  -0.409
C: 0.469 0.820 -2.810  -0.089
C: -0.989 0.080 -2.751  -0.206
O: -2.060 0.883 -2.099  -0.175
C: -3.312 0.121 -2.240  -0.100
C: -3.689 -0.840 -0.966  -0.142
F: -2.690 -1.910 -0.680  -0.012
F: -4.948 -1.576 -1.364  -0.027
C: -4.128 0.014 0.403  -0.090
F: -3.363 1.284 0.560  0.028
F: -5.553 0.442 0.131  -0.003
C: -4.190 -0.910 1.755  -0.110
F: -4.797 -2.273 1.523  0.013
F: -5.145 -0.225 2.701  -0.007
C: -2.756 -1.131 2.516  -0.076
F: -3.078 -1.854 3.803  -0.060
F: -2.066 0.120 2.927  -0.023
P: 0.271 0.792 0.273  0.863
N: -0.147 -0.757 0.459  -0.313
H: 7.052 -2.824 -0.520  0.080
H: 7.212 -2.931 1.364  0.102
H: 8.414 -1.800 0.350  0.099
H: 4.487 -1.383 -1.994  0.076
H: 4.540 -2.004 -0.214  0.008
H: 2.235 -1.105 -0.879  0.047
H: 2.990 -0.141 0.649  0.136
H: 3.444 0.162 -3.811  -0.091
H: 5.230 1.262 -2.660  0.015
H: 2.557 4.250 -1.107  0.071
H: 1.411 6.273 0.258  0.082
H: 2.576 2.635 2.584  0.065
H: 0.353 1.793 -3.489  0.147
H: 1.188 0.099 -3.431  0.069
H: -1.345 -0.037 -3.885  0.131
H: -0.947 -1.040 -2.343  0.124
H: -3.359 -0.561 -3.209  0.155
H: -4.188 0.904 -2.359  0.165
H: -2.027 -1.875 1.936  0.168
H: -0.843 1.715 0.435  0.033
H: 1.223 1.114 1.342  0.033
H: 0.110 -1.247 -0.426  -0.050
Cl: 2.425 -0.576 -6.179  0.570
C: 2.742 -2.326 -6.079  -0.648
C: 1.933 -2.994 -4.979  -0.632
Cl: 2.469 -2.499 -3.354  0.597
H: 3.817 -2.469 -5.932  0.072
H: 2.472 -2.752 -7.050  0.070
H: 2.055 -4.080 -5.035  0.072
H: 0.866 -2.766 -5.068  0.071
Cl: -3.275 6.970 2.309  0.515
C: -2.958 5.220 2.409  -0.665
C: -3.767 4.552 3.509  -0.665
Cl: -3.231 5.047 5.134  0.521
H: -1.883 5.078 2.555  0.043
H: -3.228 4.794 1.438  0.073
H: -3.645 3.466 3.452  0.066
H: -4.834 4.780 3.419  0.064
Cl: -10.309 -0.994 4.914  0.522
C: -8.769 -0.379 4.262  -0.669
C: -7.930 0.311 5.326  -0.664
Cl: -8.658 1.843 5.869  0.530
H: -8.997 0.293 3.430  0.071
H: -8.228 -1.242 3.864  0.071
H: -6.944 0.556 4.920  0.065
H: -7.787 -0.327 6.204  0.070
Cl: 3.095 -3.454 -0.271  0.676
C: 2.900 -5.193 0.062  -0.609
C: 4.139 -5.798 0.701  -0.653
Cl: 5.515 -5.862 -0.429  0.534
H: 2.646 -5.692 -0.878  0.071
H: 2.047 -5.291 0.740  0.078
H: 3.934 -6.828 1.008  0.071
H: 4.453 -5.235 1.586  0.072

Atomic forces in eV per Å
C -0.3 -0.1 -0.6
C -1.6 2.7 5.8
O 1.8 -2.8 -7.7
O 0.8 -3.0 1.9
C -1.7 -1.2 1.0
C 1.3 -0.4 -0.6
C -0.9 -0.6 3.3
P -0.3 1.0 -0.8
S -0.1 -0.1 0.0
O -0.5 -2.6 -1.2
B 1.1 -1.1 -2.7
P -3.0 0.3 3.3
O 4.2 0.7 -1.0
O -1.2 -2.5 -0.5
O -1.8 0.2 -1.4
O -1.3 -1.7 0.5
C 1.6 3.9 -1.5
C -0.7 -0.3 -0.4
C 0.4 -0.8 -1.8
O -0.6 -2.9 -0.8
C -0.6 0.3 -0.2
C -0.7 -1.4 -0.6
F -3.0 3.3 -0.7
F 3.6 1.9 1.1
C -1.7 1.3 -0.9
F -2.4 -4.5 -0.3
F 4.3 -1.1 0.8
C -1.7 0.0 2.2
F 2.1 4.5 0.3
F 2.9 -2.0 -2.8
C 1.0 -0.8 2.3
F 0.6 2.1 -3.4
F -2.6 -3.7 -1.5
P -0.2 -1.3 0.2
N 0.3 0.4 -1.1
H 0.5 1.4 1.8
H 0.1 2.0 -1.8
H -2.3 -0.7 0.2
H 0.5 1.0 1.9
H 0.4 2.6 -1.7
H 1.7 1.8 0.9
H 0.0 -0.3 -2.4
H 0.6 0.3 1.3
H -1.4 -0.7 0.3
H 0.0 0.7 -0.2
H 1.1 -1.0 1.5
H 0.1 2.0 -0.6
H 0.4 -1.9 1.9
H -1.6 1.3 1.5
H 0.9 0.2 2.2
H 0.0 2.6 -0.4
H 0.3 1.3 2.1
H 1.7 -1.6 0.6
H -1.4 2.3 1.0
H 1.2 -0.4 -0.2
H -0.8 0.4 -1.1
H -0.4 0.3 1.0
Cl 0.0 0.0 0.0
C 0.0 -0.2 0.0
C -0.1 -0.1 -0.3
Cl -0.1 -0.1 -0.2
H -0.2 0.1 0.1
H 0.0 0.0 0.2
H 0.1 0.2 0.0
H 0.3 0.1 0.0
Cl -0.1 0.1 0.0
C 0.2 -0.5 0.1
C -0.1 -0.1 -0.4
Cl 0.0 0.0 0.1
H -0.2 0.0 -0.1
H 0.0 0.0 0.2
H 0.1 0.2 0.0
H 0.2 0.1 0.1
Cl -0.1 0.0 0.0
C 0.4 0.1 -0.1
C 0.2 -0.3 -0.1
Cl -0.1 0.0 0.0
H 0.0 -0.1 0.3
H 0.0 0.1 0.1
H -0.2 -0.1 0.0
H -0.1 0.1 -0.2
Cl -0.5 -1.2 0.3
C -0.2 -0.2 0.0
C -0.3 0.0 0.2
Cl 0.1 0.1 0.0
H 0.2 0.1 0.2
H 0.2 0.0 0.0
H 0.0 0.2 -0.1
H -0.1 0.0 -0.3

Record 2
Entry from OMol25: a molecular structure, C21H38BCsN8S3 (ωB97M-V with the def2-TZVPD basis set).

Last column: Löwdin charge in e.
Geometry (Å):
Cs: 0.390 -0.981 -2.500  0.736
C: -4.619 -0.204 -1.656  -0.058
C: -4.750 0.644 -0.387  -0.556
C: -5.256 -0.205 0.785  -0.038
C: -5.745 1.773 -0.666  -0.050
N: -3.449 1.201 -0.008  -0.001
C: -3.227 2.526 0.293  -0.053
C: -1.975 2.630 0.775  -0.092
N: -1.404 1.387 0.792  0.009
B: 0.004 1.230 1.378  -0.620
N: 0.293 -0.223 1.800  0.017
C: -0.416 -0.747 2.847  -0.095
C: 0.077 -1.966 3.137  -0.049
N: 1.103 -2.220 2.257  0.000
C: 1.210 -1.136 1.428  -0.700
S: 2.301 -0.970 0.163  0.569
C: 1.980 -3.394 2.298  -0.555
C: 1.516 -4.366 3.385  -0.048
C: 1.925 -4.121 0.953  -0.063
C: 3.407 -2.932 2.611  -0.042
N: 1.085 1.816 0.450  0.017
C: 2.322 2.086 0.970  -0.102
C: 3.058 2.702 0.029  -0.064
N: 2.276 2.827 -1.100  -0.008
C: 1.069 2.246 -0.831  -0.711
S: -0.213 2.060 -1.897  0.535
C: 2.827 3.484 -2.287  -0.550
C: 1.843 3.640 -3.443  -0.104
C: 4.010 2.633 -2.767  -0.019
C: 3.273 4.897 -1.874  -0.027
C: -2.303 0.516 0.292  -0.722
S: -2.046 -1.128 0.085  0.611
H: -5.603 -0.511 -2.003  0.083
H: -4.026 -1.090 -1.454  0.011
H: -4.140 0.377 -2.442  0.091
H: -6.218 -0.650 0.548  0.086
H: -5.370 0.408 1.677  0.088
H: -4.546 -1.000 0.995  0.036
H: -6.683 1.341 -1.004  0.087
H: -5.374 2.425 -1.452  0.089
H: -5.952 2.356 0.228  0.082
H: -3.954 3.294 0.145  0.109
H: -1.428 3.492 1.098  0.126
H: 0.034 1.887 2.386  0.129
H: -1.234 -0.213 3.286  0.127
H: -0.235 -2.657 3.889  0.109
H: 0.491 -4.683 3.214  0.085
H: 1.603 -3.929 4.376  0.085
H: 2.147 -5.250 3.354  0.089
H: 0.901 -4.424 0.756  0.075
H: 2.558 -5.005 0.976  0.088
H: 2.269 -3.460 0.163  0.016
H: 3.442 -2.435 3.578  0.090
H: 3.749 -2.241 1.847  0.026
H: 4.080 -3.784 2.637  0.086
H: 2.584 1.795 1.965  0.126
H: 4.065 3.056 0.073  0.115
H: 1.540 2.676 -3.843  0.046
H: 2.339 4.202 -4.232  0.085
H: 0.951 4.177 -3.138  0.057
H: 3.658 1.623 -2.978  0.090
H: 4.789 2.572 -2.012  0.077
H: 4.440 3.048 -3.674  0.088
H: 2.421 5.450 -1.486  0.095
H: 3.660 5.428 -2.739  0.085
H: 4.047 4.882 -1.114  0.072
N: 0.220 -5.320 -2.131  -0.084
N: -0.500 -4.099 -1.945  -0.139
H: -0.270 -6.118 -1.721  0.066
H: 1.121 -5.233 -1.665  0.051
H: -0.785 -3.944 -0.972  0.044
H: -1.355 -4.152 -2.493  0.066

Atomic forces in eV per Å
Cs -0.1 -0.5 -0.2
C 0.0 0.0 0.1
C -0.6 -0.5 -0.1
C 0.1 0.0 -0.1
C 0.3 -0.1 0.1
N 0.7 0.2 0.1
C 0.3 0.6 0.3
C -0.4 0.4 0.1
N -0.6 0.1 0.1
B 0.0 -0.1 -0.3
N 0.3 -0.4 0.3
C 0.0 -0.3 0.4
C -0.5 0.3 0.3
N -0.4 0.6 -0.1
C 0.0 0.0 -0.1
S 0.8 0.0 -0.7
C 0.6 -0.5 -0.1
C 0.0 0.2 -0.2
C 0.0 0.1 0.0
C -0.1 0.0 -0.1
N 0.2 0.3 -0.2
C 0.5 0.4 0.0
C 0.1 -0.1 0.7
N -0.3 -0.4 0.5
C -0.1 0.0 -0.2
S -0.9 0.3 -0.6
C 0.2 0.3 -0.6
C 0.0 -0.1 0.0
C -0.2 0.1 0.1
C 0.0 -0.2 0.0
C 0.0 -0.1 0.0
S 0.2 -1.1 -0.3
H -0.2 0.0 0.0
H 0.0 0.1 -0.1
H 0.1 0.1 -0.1
H -0.2 0.0 -0.1
H 0.0 0.1 0.1
H 0.0 -0.1 0.0
H 0.0 -0.1 0.0
H 0.0 0.2 -0.1
H 0.0 0.1 0.1
H -0.1 0.1 -0.1
H 0.0 0.2 0.1
H 0.0 0.1 0.2
H -0.1 0.1 0.1
H -0.1 -0.1 0.1
H -0.2 -0.1 0.0
H 0.0 0.0 0.1
H 0.1 0.0 0.0
H -0.2 -0.1 -0.1
H 0.1 -0.1 0.1
H -0.1 -0.1 -0.1
H 0.0 0.0 0.1
H 0.1 0.0 0.0
H 0.1 -0.2 0.0
H 0.1 0.0 0.2
H 0.2 0.0 0.0
H 0.0 0.1 0.0
H 0.2 0.1 0.0
H -0.1 0.0 0.0
H 0.0 0.0 0.0
H 0.1 0.0 0.1
H 0.0 0.1 -0.1
H -0.1 0.1 0.0
H 0.1 0.0 -0.1
H 0.1 0.0 0.1
N 0.0 -0.3 0.1
N -0.3 0.2 0.3
H 0.2 0.3 0.0
H -0.3 0.0 -0.2
H 0.1 -0.1 -0.3
H 0.2 0.0 0.0

no.,HOMO-LUMO gap (hartree),electronic energy (eV),LUMO (eV)
1,0.2522,-201555.912,1.49
2,0.2476,-68048.924,0.04